[1]
Molecular formula: C30H35N5O7PtSi
Method: DFT, wB97M-V/def2-TZVPD

The geometry in XYZ format:
```
79
Properties=species:S:1:pos:R:3:forces:R:3:mulliken_charge:R:1
H -2.207 -1.587 -0.939 -0.039 0.041 -0.052 0.5585
C -3.360 5.200 -0.385 -0.024 0.004 0.010 -1.6246
C -0.001 -5.016 -2.267 0.015 -0.005 0.046 -0.2641
H -0.035 -4.212 -6.035 0.007 0.003 -0.010 0.3914
C -0.187 1.243 2.859 -0.137 0.097 -0.024 0.5638
C -1.227 0.368 3.336 -0.044 -0.366 -0.107 0.1410
H 4.306 0.038 -1.728 0.012 0.005 0.000 0.2797
O 1.845 3.687 4.454 -0.061 0.115 -0.067 -0.6154
H 0.811 2.214 6.017 -0.010 0.017 -0.001 0.6088
C -0.024 -4.441 -4.977 -0.010 -0.019 -0.012 -0.6846
H 0.713 1.619 -2.308 -0.052 -0.008 0.049 0.5479
C -0.747 0.784 5.624 0.020 -0.057 0.013 -0.6820
H 1.826 0.150 1.144 0.010 -0.007 0.003 -0.2473
Pt -0.575 0.206 0.022 0.456 -0.312 0.445 1.4381
C 3.520 0.903 0.073 0.012 -0.001 0.000 -0.6230
O 2.269 2.629 2.627 0.003 0.077 0.013 -0.5136
H -2.206 4.884 -3.647 -0.009 -0.004 -0.011 0.3845
H 3.275 -4.737 1.589 0.005 -0.002 -0.004 0.4043
H 2.862 1.066 -3.207 -0.005 0.050 -0.026 0.2428
C 0.249 -3.558 2.535 0.005 -0.023 0.025 -0.5825
C -2.455 5.412 -2.727 -0.011 0.027 -0.001 -1.6159
C -3.063 4.458 -1.693 0.082 -0.047 -0.045 2.2622
C 0.249 1.687 5.261 -0.005 -0.075 -0.064 -0.4829
C -1.285 -1.136 -1.317 -0.229 -0.170 0.093 -1.1068
H 2.553 -3.774 -0.546 -0.006 0.002 -0.021 0.4497
H 1.130 -0.556 -2.897 -0.060 -0.023 -0.006 0.5850
H -2.463 5.679 0.006 0.011 -0.003 0.000 0.3903
H -5.079 4.582 -2.431 -0.005 0.001 -0.010 0.4012
C 0.095 -3.684 -2.671 0.058 0.179 -0.194 0.6220
N 1.621 2.816 3.636 0.122 -0.306 0.100 0.8755
N -2.065 -0.348 2.405 0.112 0.228 0.084 1.0552
C -1.476 0.110 4.674 0.117 0.108 0.000 -0.3449
C 1.418 -0.952 -1.919 0.190 0.065 -0.103 -0.9027
C -4.334 3.807 -2.248 -0.027 -0.007 0.019 -1.6078
N -1.331 2.559 -1.165 -0.134 0.403 -0.216 -0.4396
H 2.625 -1.065 0.160 -0.030 0.007 0.007 0.4238
C 2.313 -0.022 0.192 0.120 -0.028 -0.038 -0.3228
H -4.132 3.291 -3.186 0.007 -0.004 -0.005 0.3896
C -2.082 3.394 -1.410 -0.077 -0.020 0.102 -0.5344
C -0.153 -3.007 1.325 -0.090 -0.045 -0.029 -0.2163
H 0.146 -2.398 -4.401 -0.012 0.017 0.003 0.2908
H -3.178 6.194 -2.960 -0.004 0.012 -0.002 0.3950
H -0.204 -6.559 -5.273 0.003 -0.006 -0.005 0.3722
C 1.897 -3.698 0.316 0.070 0.048 0.008 0.0586
O 0.091 1.451 1.656 0.130 0.176 0.013 -0.9976
H 3.048 2.642 -2.472 0.004 0.005 0.013 0.4835
C 2.312 -4.247 1.520 0.010 -0.004 0.009 -0.7493
O -2.279 0.155 1.271 -0.195 -0.153 -0.211 -0.8037
C 0.528 1.880 3.938 -0.007 0.239 0.011 -0.2236
N -1.018 0.545 7.038 -0.068 0.074 -0.073 1.0511
H -2.247 -0.587 4.964 0.002 -0.010 0.005 0.6611
H -1.549 5.881 -2.342 0.007 0.004 0.006 0.3848
H 1.811 -4.598 3.577 0.004 0.000 0.014 0.3899
H -4.110 5.968 -0.576 0.003 0.011 0.006 0.4087
N 1.295 0.164 -0.917 -0.174 -0.019 0.061 0.9817
H -4.748 3.088 -1.542 -0.006 0.004 0.013 0.3672
O -2.616 -1.358 2.754 -0.127 0.075 0.018 -0.5827
C 0.666 -3.048 0.199 -0.003 -0.030 -0.024 0.1661
C 4.002 1.024 -1.364 0.008 -0.019 -0.003 -0.8043
H 4.887 1.659 -1.419 0.009 -0.011 0.004 0.4456
O -0.391 1.200 7.848 0.034 -0.028 0.034 -0.6364
Si 0.161 -2.268 -1.435 -0.134 -0.287 0.146 -0.5312
H 2.455 -1.281 -2.006 0.050 0.088 0.030 0.3158
H -1.136 -2.562 1.249 -0.004 0.046 0.012 0.4629
C -0.120 -5.758 -4.550 0.000 -0.017 -0.021 -0.3973
H -1.505 -0.644 -2.272 -0.002 -0.066 -0.030 0.5278
H -0.410 -3.513 3.392 -0.002 -0.006 0.006 0.4516
C 0.078 -3.421 -4.045 0.011 0.040 -0.004 -0.4462
H -3.745 4.519 0.373 -0.016 -0.008 -0.002 0.3658
H 0.012 -5.257 -1.210 -0.004 -0.004 0.011 0.3248
H 4.305 0.501 0.717 -0.004 0.023 0.017 0.5001
C 1.508 1.482 -1.580 0.158 -0.017 -0.034 -1.3866
H 3.270 1.888 0.470 0.006 -0.006 -0.001 0.3255
O -1.859 -0.287 7.316 -0.004 -0.027 0.036 -0.6358
H -0.184 -7.069 -2.854 0.002 -0.010 0.004 0.3804
C -0.108 -6.043 -3.193 -0.015 -0.010 0.001 -0.7060
H 1.373 2.241 -0.810 0.016 0.020 -0.015 0.5060
C 2.878 1.587 -2.249 -0.028 -0.051 -0.023 -0.7770
C 1.490 -4.170 2.637 -0.019 0.009 0.002 -0.5432
```
Forces are in eV/Å.

**HOMO**: -8.2 eV
**LUMO level**: -1.4 eV
**HOMO-LUMO gap**: 6.705 eV

[2]
Molecular formula: C30H36AsN4O8PbS3
Method: DFT, wB97M-V/def2-TZVPD

The geometry in XYZ format:
```
83
Properties=species:S:1:pos:R:3:forces:R:3:mulliken_charge:R:1
C -4.047 4.498 0.873 -0.021 -0.006 0.013 -0.8010
H 5.638 -2.036 2.409 -0.001 0.003 -0.003 0.4577
C -1.891 1.402 3.180 0.009 -0.006 -0.004 -1.1921
H 2.103 0.783 -6.797 0.000 0.000 -0.001 0.2198
H 0.982 -4.070 -0.218 0.013 0.002 0.007 0.5116
C 1.515 1.629 -6.456 -0.005 0.004 0.006 -0.8378
C 2.485 1.716 2.469 0.000 -0.006 -0.014 -0.2268
O -3.904 -0.038 -2.021 0.010 0.008 -0.008 -0.6482
H 3.847 3.038 0.691 0.005 0.002 -0.011 0.4469
H 4.436 1.004 3.068 0.003 -0.003 -0.003 0.2455
S -0.290 3.553 -5.008 0.012 -0.016 0.002 -0.2014
C 0.876 -3.785 0.829 0.029 0.026 0.017 -1.0564
H -3.298 0.490 4.525 0.001 -0.001 0.000 0.4227
H -4.740 -0.499 -1.872 -0.004 -0.004 0.009 0.3114
O -0.064 2.253 -0.589 0.007 -0.022 0.005 -0.0270
H -5.662 3.510 1.878 -0.001 0.000 0.000 0.4429
O -3.712 -0.883 0.640 -0.002 0.006 -0.014 -0.8115
C -2.931 4.338 0.065 0.005 -0.003 -0.010 -0.5917
H -2.674 -3.982 -4.210 0.003 0.001 -0.003 0.4341
H 1.860 2.607 2.598 0.003 0.002 0.001 0.3702
C 3.174 2.138 -1.139 0.016 0.007 -0.029 -0.8480
N -0.488 -0.097 1.969 -0.001 -0.043 0.007 0.9512
H -1.182 -3.265 2.682 0.007 -0.005 0.007 0.4043
C 4.675 -2.431 2.119 -0.007 -0.015 0.002 -0.9341
O -0.726 4.330 -1.709 0.001 -0.005 -0.002 -0.7016
H 3.942 -0.570 1.302 0.007 -0.005 0.001 0.5468
H 0.773 1.915 -7.198 0.000 -0.002 -0.002 0.3677
H -2.192 2.422 3.375 -0.001 0.000 0.002 0.5228
C 2.945 2.570 0.289 -0.006 -0.016 0.017 -0.4416
H 3.501 2.994 -1.731 0.002 -0.004 -0.004 0.4423
C -3.305 1.942 0.005 0.008 -0.022 -0.002 -0.2300
C -1.929 -3.578 -3.538 0.012 0.004 -0.009 -0.4812
H 3.649 2.068 4.234 0.003 -0.002 0.000 0.4331
C -2.077 -0.953 3.516 0.004 0.002 -0.003 -1.0568
C -1.138 -3.117 -1.334 -0.017 -0.004 0.004 0.7656
H 4.377 2.749 2.786 -0.006 0.003 0.000 0.4055
O 2.608 1.424 1.078 -0.023 -0.005 0.000 0.2470
H -0.411 1.942 1.712 -0.005 -0.003 -0.001 0.6058
N -0.148 -2.731 0.910 0.001 -0.029 0.004 1.3335
C -0.489 -2.497 2.320 -0.005 0.017 -0.028 -1.2598
S -0.597 1.052 -3.298 0.025 -0.009 -0.023 0.5319
C -2.498 0.330 3.814 -0.006 0.005 0.002 -0.6445
H -2.347 5.191 -0.249 -0.003 0.000 0.002 0.6058
C -1.061 -1.130 2.592 0.002 0.000 0.022 0.4637
H 1.949 0.869 2.901 0.002 0.003 0.000 0.0764
Pb 0.708 -0.511 -0.207 -0.021 0.022 -0.061 1.3368
H 2.125 3.294 0.347 0.018 0.002 0.008 0.2270
C -4.417 2.125 0.818 0.005 -0.016 0.002 -0.8704
H 2.256 1.759 -1.591 -0.002 0.005 0.007 -0.0858
S -1.063 3.014 -1.291 -0.026 0.031 -0.047 1.1421
N 2.539 -2.055 1.128 -0.001 -0.012 0.013 0.5210
O -1.587 2.162 -2.554 0.023 -0.004 0.044 -0.3343
C -2.104 -3.663 -2.170 0.003 0.002 0.019 -1.1298
C 3.819 1.897 3.171 -0.001 0.009 0.011 -1.4139
H 3.947 1.370 -1.196 0.002 0.008 0.012 0.3218
C 2.220 -3.331 1.343 -0.024 0.009 -0.027 0.3082
C -0.785 -2.969 -4.036 -0.016 -0.007 -0.006 -0.7203
H 2.796 -5.241 2.134 -0.004 0.002 -0.001 0.4863
C -2.565 3.068 -0.360 0.001 0.056 0.007 0.3865
H 1.034 -1.974 -3.476 -0.001 0.000 -0.001 0.5540
C 3.092 -4.214 1.963 -0.012 -0.007 -0.002 -1.0163
O 0.861 1.174 -5.258 0.008 -0.014 -0.003 -0.2221
H -2.539 -1.814 3.979 0.000 0.000 0.001 0.5034
C -1.344 -3.142 0.161 0.017 0.007 0.000 -1.5117
C -4.788 3.392 1.250 0.006 0.016 -0.003 -0.6902
H -4.334 5.489 1.198 -0.001 -0.001 0.001 0.4476
C 0.129 -2.464 -3.134 0.013 0.020 0.019 -0.6836
O -1.460 -0.226 -0.915 -0.051 0.031 0.010 -0.0560
C 3.741 -1.615 1.505 -0.002 -0.018 0.012 -0.4277
H -1.650 -4.152 0.467 0.004 0.004 0.001 0.7276
C -0.897 1.143 2.257 -0.008 0.004 0.002 -0.5226
H -2.983 -4.130 -1.745 0.000 0.001 -0.001 0.5081
N -0.040 -2.533 -1.811 -0.010 -0.019 0.001 0.2928
H 0.429 -2.588 2.906 -0.003 0.009 0.008 0.4660
H 5.038 -4.424 2.839 0.003 0.002 -0.001 0.4316
H -4.984 1.253 1.121 -0.002 0.001 0.001 0.5227
H -2.167 -2.466 0.418 0.002 0.012 -0.015 0.2791
As -3.043 0.085 -0.495 0.030 -0.060 0.011 0.8448
C 0.051 2.027 -4.634 -0.025 0.024 0.025 0.0791
C 4.339 -3.756 2.355 0.008 0.023 -0.001 -0.4561
H 0.549 -4.677 1.379 -0.006 0.003 0.000 0.3536
H 2.150 2.482 -6.229 0.001 -0.002 -0.002 0.3581
H -0.607 -2.882 -5.099 -0.003 -0.001 0.000 0.4677
```
Forces are in eV/Å.

**HOMO**: -10.9 eV
**Net charge**: +1
**LUMO level**: -2.1 eV
**HOMO-LUMO gap**: 8.745 eV

[3]
Molecular formula: C30H36AsOSSb2Tm
Method: DFT, wB97M-V/def2-TZVPD

The geometry in XYZ format:
```
72
Properties=species:S:1:pos:R:3:forces:R:3:mulliken_charge:R:1
C 3.298 -2.087 5.528 0.806 -0.291 0.339 -0.5453
C 2.774 -0.908 3.476 0.235 -1.227 -0.090 0.2698
C -2.069 1.513 -1.140 -0.355 0.750 1.248 -2.3562
H -1.189 -2.801 -4.677 -0.111 0.130 0.071 0.3395
H 0.588 -3.156 0.867 0.038 0.415 0.281 0.8377
C 3.214 0.701 1.054 -0.032 -0.974 -2.291 0.4478
C -3.567 -1.134 -3.515 0.692 -0.368 0.987 -0.7026
H -1.935 0.854 -0.239 -0.528 0.506 -0.348 0.9148
H -2.492 -5.196 -0.954 -0.817 -0.133 0.198 0.4732
C -4.272 -0.307 -4.347 0.074 0.739 -0.620 -0.7736
C -0.934 -3.697 -4.122 -0.690 -0.130 0.805 -1.1988
H 5.046 3.363 2.008 -0.231 -0.141 -0.610 0.4032
C -1.752 -1.453 2.671 -0.302 -0.399 -0.400 -0.6897
H -2.833 2.265 -0.818 0.769 -0.650 0.151 0.6933
H -2.675 -1.650 3.185 -0.119 0.054 0.341 0.4683
H -0.941 -5.956 -1.230 0.401 -0.402 -0.751 0.4182
H -1.977 -1.185 -0.406 -0.496 -0.150 -0.181 0.3164
C -4.121 1.096 -4.257 0.296 -0.539 -0.202 -0.7665
H -0.235 4.474 0.902 0.010 0.154 0.237 0.4577
H 3.703 -2.979 6.028 -0.260 0.529 -0.146 0.3947
H -2.386 5.054 -1.022 -0.381 0.176 0.954 0.4389
H 0.034 -4.046 -4.451 0.389 0.010 0.217 0.4125
C 3.311 -2.030 4.151 -0.358 0.233 -0.965 -0.7409
C 3.047 1.025 -0.333 -0.375 0.660 0.838 -0.1095
H 0.894 0.031 -4.014 0.149 0.061 0.230 0.2516
C 0.666 -1.004 1.322 -0.467 0.503 1.013 0.4846
C -1.121 -2.508 2.037 0.600 -0.970 -0.677 -0.6528
O 0.063 -0.005 -3.520 -0.330 -0.184 0.275 -0.3324
C -2.340 -1.604 -1.371 -0.228 -1.121 -0.250 -1.9241
H -1.655 -4.493 -4.320 -0.071 0.194 0.073 0.4105
H -1.258 5.632 -2.266 -0.044 -0.138 0.159 0.4251
C -1.833 4.783 -1.885 1.056 -0.911 -0.976 -1.2300
H 2.920 -1.026 7.347 -0.119 0.170 -0.589 0.3729
C 2.365 0.126 5.595 -0.659 0.925 0.971 -0.8112
H 3.734 -2.861 3.576 -0.266 0.226 0.187 0.3799
H -4.620 1.772 -4.939 -0.027 -0.203 -0.108 0.4478
H 1.227 4.957 0.031 0.001 -0.180 -0.470 0.4208
Sb -0.349 3.171 -1.501 0.101 0.855 -0.656 0.6504
C -2.693 0.809 -2.325 0.679 -1.095 0.212 1.5302
H -4.857 -0.740 -5.153 -0.066 0.121 0.169 0.4255
H 1.136 3.352 0.834 0.186 0.118 -0.038 0.0256
C 2.301 0.164 4.223 -0.301 0.038 -1.149 0.5139
H 3.107 2.620 -1.769 0.247 -0.124 0.096 0.6016
H -2.980 2.704 -3.371 -0.539 -1.086 0.213 0.0632
H 0.352 1.133 1.901 -0.192 -0.643 -0.029 0.4974
H -3.135 -2.310 -1.054 0.205 0.714 -0.063 0.8392
H -1.080 -4.980 0.168 -0.416 0.213 -0.126 0.2284
C 2.875 -0.982 6.249 -0.092 -0.448 0.841 -0.4548
H -0.649 0.133 -4.164 0.001 -0.021 0.245 0.2579
C -1.438 -5.086 -0.861 0.642 1.462 0.054 -1.1520
H 4.390 4.161 -0.263 -0.040 -0.216 -0.142 0.4601
H -2.512 4.449 -2.668 0.110 0.109 0.097 0.3477
C 4.106 3.164 0.064 -0.454 0.626 -0.699 -0.6754
H -3.573 -2.223 -3.678 -0.207 0.549 0.198 0.4158
C 0.586 4.117 0.289 -1.309 -0.968 0.119 -0.9585
C 4.014 1.537 1.796 -0.208 -0.494 1.022 -0.3170
H 1.860 1.005 3.674 0.182 -0.123 0.511 0.2341
As 2.699 -1.145 1.511 0.407 0.882 0.441 0.5326
C 4.447 2.753 1.317 0.801 0.408 1.310 -0.5277
Sb -0.797 -3.264 -1.957 0.866 0.264 -0.310 0.8026
C 0.073 -2.300 1.317 -0.287 0.926 0.749 -1.0338
C -2.831 -0.615 -2.407 -0.343 0.669 -0.402 1.4305
Tm 0.010 -0.196 -0.990 1.317 -0.169 -1.907 -0.2944
H -1.477 -3.558 2.104 -0.060 0.978 0.099 0.4046
H 1.931 0.956 6.184 0.513 -0.507 -0.400 0.3649
C -3.243 1.620 -3.336 0.188 0.620 0.182 -0.3958
H -1.843 0.649 3.010 -0.030 0.169 0.146 0.6266
C -1.278 -0.152 2.562 0.146 0.364 -0.544 -1.1247
C -0.090 0.117 1.886 0.874 -1.389 -0.304 0.4197
S 2.556 -0.163 -1.568 -1.160 -0.169 0.329 -0.1792
H 4.323 1.226 2.785 -0.140 0.077 0.115 0.5201
C 3.380 2.311 -0.762 0.131 -0.034 -0.278 -0.7250
```
Forces are in eV/Å.

**HOMO (spin up / spin down)**: -13.2 / -13.2 eV
**<S²>**: 2.00
**Net charge**: +2
**LUMO level (spin up / spin down)**: -6.4 / -6.7 eV
**2S+1**: 3
**HOMO-LUMO gap (spin up / spin down)**: 6.799 / 6.499 eV